{"formula": "C45H42AsN4O2PRuS2", "method": "ωB97M-V with the def2-TZVPD basis set", "homo_lumo_gap_ha": [0.096, 0.055], "charge": 1, "e_homo_ha": [-0.2278, -0.3147], "largest_force_ev_per_a": 3.7, "de_lowest_kj_mol": 326.6, "spin_multiplicity": 6, "species": ["Ru", "O", "S", "O", "N", "C", "C", "C", "C", "C", "C", "C", "C", "N", "C", "C", "C", "C", "C", "C", "C", "H", "H", "H", "H", "H", "H", "H", "H", "H", "H", "H", "N", "C", "C", "N", "C", "H", "H", "H", "H", "C", "P", "C", "C", "H", "H", "H", "H", "H", "H", "H", "H", "H", "C", "C", "C", "C", "C", "C", "As", "C", "C", "C", "C", "C", "C", "C", "C", "C", "C", "C", "C", "H", "H", "H", "H", "H", "H", "H", "H", "H", "H", "H", "H", "H", "S", "C", "C", "C", "C", "C", "C", "H", "H", "H", "H", "H"], "positions_angstrom": [[-1.74986, 0.86312, -0.79946], [-0.44699, -0.18732, 1.92623], [-1.74645, -0.84149, 2.00035], [-2.84589, -0.29459, 2.80470], [-2.16924, -0.80497, 0.36220], [-3.45223, -1.26226, 0.05747], [-4.02696, -2.49524, 0.41626], [-5.34617, -2.78491, 0.02120], [-6.19424, -1.77974, -0.52818], [-5.70452, -0.42987, -0.76860], [-6.48369, 0.71369, -1.08501], [-5.86422, 1.91259, -1.39382], [-4.50656, 2.07418, -1.19027], [-3.77400, 1.00357, -0.75228], [-4.29445, -0.22795, -0.62525], [-1.49131, -2.52718, 2.37846], [-2.17904, -3.23787, 3.40074], [-1.88786, -4.57873, 3.57164], [-1.09904, -5.27767, 2.63036], [-0.64276, -4.59065, 1.51004], [-0.67061, -3.19211, 1.53734], [-3.48507, -3.31707, 0.92010], [-5.77457, -3.73698, 0.22298], [-7.28846, -1.98758, -0.73684], [-7.55786, 0.66140, -1.11027], [-6.41143, 2.71843, -1.89492], [-3.95488, 3.02449, -1.36242], [-2.87310, -2.67460, 3.99962], [-2.28239, -5.14493, 4.38629], [-0.76775, -6.25922, 2.87637], [-0.15777, -5.07429, 0.66102], [-0.09611, -2.63408, 0.83523], [-2.77005, 3.13568, 2.82825], [-1.37986, 3.02344, 3.01210], [-0.94916, 2.36703, 1.85703], [-2.05161, 2.05710, 1.09214], [-3.09343, 2.65551, 1.66045], [-3.45653, 3.58538, 3.47280], [-0.88033, 3.35321, 3.91074], [-0.02248, 1.99753, 1.46991], [-4.08977, 2.64308, 1.24682], [-0.07798, -0.04721, -3.84348], [-1.59296, -0.30917, -2.78417], [-1.62227, -2.10450, -2.72271], [-2.86221, 0.30211, -3.97191], [0.81009, 0.35871, -3.30115], [-0.33870, 0.56212, -4.71354], [0.19636, -1.06812, -4.16955], [-1.79674, -2.44623, -1.69213], [-0.71927, -2.53987, -3.07629], [-2.49213, -2.34160, -3.38187], [-2.37459, 0.55198, -4.90427], [-3.40162, 1.17580, -3.68957], [-3.62825, -0.44333, -4.22973], [5.49100, 1.73173, -2.78432], [4.69020, 2.37642, -1.83675], [3.99383, 1.63035, -0.90465], [4.12361, 0.21842, -0.89278], [4.93324, -0.41853, -1.87143], [5.63148, 0.39531, -2.77537], [3.11775, -0.74871, 0.48994], [3.79197, 0.09743, 2.09086], [3.52714, 1.37904, 2.63157], [4.14361, 1.74331, 3.83710], [4.91081, 0.82967, 4.64009], [5.04418, -0.40784, 4.12707], [4.52055, -0.80354, 2.86724], [4.64580, -2.15151, 2.32150], [5.35232, -3.20063, 2.96509], [5.73846, -4.31589, 2.14246], [5.28485, -4.48071, 0.78621], [4.44359, -3.49816, 0.22084], [4.22336, -2.30187, 0.98720], [6.06825, 2.33394, -3.47742], [4.61752, 3.48382, -1.79793], [3.30780, 2.12218, -0.26639], [5.11411, -1.46692, -1.93574], [6.33492, -0.08228, -3.44010], [2.89879, 2.10842, 2.14906], [4.01699, 2.77255, 4.18025], [5.36855, 1.25548, 5.56337], [5.58256, -1.16762, 4.69039], [5.75901, -3.09980, 3.97515], [6.26760, -5.16087, 2.59091], [5.54716, -5.33650, 0.18944], [3.89907, -3.64560, -0.72137], [0.26667, 1.83862, -1.25868], [-0.19339, 3.30955, -1.99189], [-1.22470, 3.35397, -2.95960], [-1.58002, 4.63017, -3.38705], [-0.96173, 5.73906, -2.88635], [0.06233, 5.65537, -1.92479], [0.49332, 4.41117, -1.53703], [-1.58594, 2.38427, -3.30704], [-2.41885, 4.74454, -4.10814], [-1.28822, 6.74793, -3.29008], [0.44236, 6.56599, -1.51240], [1.41709, 4.32949, -0.91958]], "forces_ev_per_angstrom": [[0.8, 1.1, 1.0], [-0.1, -0.9, 1.0], [-1.2, 2.2, -2.0], [1.7, -1.0, -0.4], [0.4, -1.3, 1.9], [-2.3, 1.1, -1.1], [-0.2, -0.4, -0.8], [-0.6, 2.3, -0.4], [0.1, 0.4, 0.0], [0.6, -1.9, 0.3], [-0.5, -0.6, -0.2], [0.9, 1.1, -0.5], [-0.5, 0.5, -0.7], [1.0, 0.6, -0.4], [-0.8, -2.7, 2.3], [-1.2, -0.7, 1.9], [0.6, 0.9, -0.9], [0.5, -0.2, -0.8], [-0.4, 1.5, 0.2], [0.9, 0.2, 0.5], [0.2, -1.3, -1.2], [-0.1, 0.8, -0.4], [-0.2, -0.7, 0.2], [1.5, 0.2, 0.3], [-0.2, -0.2, -0.1], [0.0, -0.1, 0.6], [-0.5, -0.8, 0.1], [-0.2, -0.1, 0.3], [-0.3, -0.1, 0.5], [-0.3, -0.9, -0.3], [0.2, -0.1, 0.5], [0.1, 0.3, -0.7], [0.3, 1.8, 2.4], [-0.1, -0.8, -1.5], [-1.4, 0.5, 1.4], [0.7, 1.5, -0.8], [-0.3, -2.0, -1.6], [1.2, -0.6, -0.9], [-0.1, 0.0, -0.2], [0.4, 0.3, 0.6], [0.0, 0.0, 0.2], [0.6, -0.6, 0.4], [0.7, 1.3, -0.7], [-2.0, -0.2, 0.3], [-0.3, -1.3, -0.7], [-0.9, -0.2, -0.4], [0.3, 0.0, 0.2], [-0.1, 0.6, -0.2], [-0.2, 0.1, -0.4], [0.6, -0.3, -0.5], [0.7, -0.5, 0.6], [0.2, -0.1, -0.3], [-0.3, 0.7, 0.8], [0.2, 0.0, 0.3], [0.1, 2.3, 0.3], [-0.1, 0.6, 0.0], [0.5, -1.3, -0.8], [0.8, -0.1, -0.7], [-0.4, 1.8, 0.9], [-0.1, -2.1, 0.2], [-0.8, -0.1, -0.8], [-0.9, 1.8, 0.0], [0.8, -1.1, 0.0], [-0.1, 0.0, 0.1], [-0.4, 1.9, -0.5], [0.9, -1.5, 1.0], [0.2, -1.6, 0.3], [1.2, 1.0, 0.8], [1.3, -1.9, -1.9], [-1.1, 0.8, 0.9], [-0.7, 1.6, 0.9], [-0.2, 1.3, 1.6], [-0.6, -1.0, -1.7], [-0.1, -0.1, 0.0], [0.0, -0.9, -0.2], [-0.5, 0.4, 0.8], [-0.2, -0.7, 0.3], [-0.1, 0.0, -0.3], [-0.1, 0.0, -0.3], [0.0, -0.3, 0.0], [-0.4, -1.0, -0.8], [0.0, 0.2, 0.0], [-0.4, -0.2, -0.4], [0.1, 0.5, -0.1], [0.1, -0.3, 0.2], [0.6, 0.1, 0.3], [0.7, -1.6, 1.0], [-0.6, -0.4, -0.9], [1.3, 0.6, 1.0], [-1.5, -1.2, -1.2], [0.1, 2.3, 0.1], [-1.0, 0.2, -1.1], [1.0, 1.1, 0.4], [-0.3, 0.8, 0.0], [0.8, 0.0, 0.4], [0.5, -1.3, 0.8], [0.5, 0.3, 0.1], [-1.1, -0.2, -0.2]], "mulliken_charge": [-0.65, -0.51, 1.37, -0.82, 1.41, 0.10, -0.13, -1.02, -0.83, 0.28, -1.11, -0.75, -1.04, 1.15, 0.15, -0.22, -0.37, -0.66, -0.52, -0.91, -0.45, 0.18, 0.48, 0.28, 0.42, 0.41, 0.52, 0.55, 0.44, 0.46, 0.44, 0.54, -0.03, -1.05, -0.32, 0.90, -0.94, 0.29, 0.41, 0.44, 0.46, -1.22, 1.69, -1.35, -1.77, 0.24, 0.37, 0.51, 0.16, 0.55, 0.36, 0.43, 0.38, 0.47, -0.58, -0.57, -0.04, 0.77, -0.49, -0.51, 0.59, 0.46, -0.32, -0.40, -1.10, -0.38, 0.80, 0.21, -0.78, -0.59, -0.53, -0.52, 0.35, 0.40, 0.35, -0.07, 0.39, 0.39, 0.41, 0.41, 0.39, 0.26, 0.40, 0.38, 0.45, 0.48, 0.07, 1.01, -0.09, -0.61, -0.50, -0.62, -0.75, 0.01, 0.35, 0.28, 0.46, 0.20]}